No. 1
{"formula": "C2HF3OS", "method": "ωB97M-V/def2-TZVPD", "symbols": ["C", "C", "O", "F", "F", "F", "S", "H"], "positions_angstrom": [[-1.1859, -0.2564, -0.1302], [1.5801, -0.2586, -0.0380], [-3.0834, 1.1239, 0.0896], [2.0960, 0.8704, 0.4705], [1.8970, -1.3184, 0.6955], [2.0784, -0.3360, -1.2422], [-1.5932, 1.2836, -0.0980], [-1.7891, -1.1084, 0.2528]], "forces_ev_per_angstrom": [[3.438, 0.037, 0.683], [-1.005, 0.570, 0.277], [0.889, 1.593, -0.064], [-0.954, -0.737, 0.474], [-0.315, 0.723, -0.382], [-0.495, -0.693, -0.485], [-2.197, -2.029, 0.062], [0.639, 0.536, -0.564]], "lowdin_charge": [-0.243, -0.433, -0.593, 0.114, 0.135, 0.150, 0.839, 0.031], "de_lowest_kcal_mol": 141.32, "total_charge": 0, "e_tot_ev": -23119.293, "orbital_gap_ha": [0.271, 0.271]}

***

No. 2
{"formula": "C2HF4NO2", "method": "ωB97M-V/def2-TZVPD", "symbols": ["C", "C", "N", "O", "O", "F", "F", "F", "F", "H"], "positions_angstrom": [[-1.2253, 0.1760, 0.4356], [-0.1530, 0.2045, -0.6435], [1.7902, -0.4330, 0.0995], [1.7062, -1.3951, 0.7540], [2.6062, 0.3100, -0.2816], [-1.6589, -1.0782, 0.6131], [-0.7050, 0.5962, 1.6114], [0.1254, 1.4221, -1.1207], [-0.3974, -0.6308, -1.6591], [-2.0884, 0.8281, 0.1914]], "forces_ev_per_angstrom": [[-0.410, 0.417, 0.365], [2.783, -0.576, -0.326], [-5.127, 1.770, -1.600], [0.975, -1.273, 0.889], [1.548, 0.292, -0.026], [-0.018, -0.313, -0.198], [0.191, 0.205, -0.169], [-0.306, -0.751, 0.534], [-0.048, 0.455, 0.607], [0.413, -0.225, -0.075]], "lowdin_charge": [-0.336, -0.264, -0.285, 0.129, 0.130, 0.102, 0.085, 0.130, 0.130, 0.178], "de_lowest_kcal_mol": 36.00, "total_charge": 0, "e_tot_ev": -18540.392, "orbital_gap_ha": [0.336, 0.336]}

***

No. 3
{"formula": "C2HF6FeNO5S2", "method": "ωB97M-V/def2-TZVPD", "symbols": ["Fe", "N", "S", "O", "O", "C", "F", "F", "F", "S", "O", "C", "F", "F", "F", "O", "H", "O"], "positions_angstrom": [[1.4529, 0.3252, -1.6491], [-0.7486, 0.0838, 1.1114], [-0.2996, 1.5339, 0.6852], [-0.0906, 2.3919, 1.8340], [0.7701, 1.5730, -0.3579], [-1.7793, 2.2306, -0.2192], [-2.7881, 2.3338, 0.6207], [-2.1048, 1.4278, -1.2139], [-1.4622, 3.4206, -0.6898], [-0.3702, -1.2825, 0.3559], [-1.4897, -2.2201, 0.4243], [0.9249, -1.9809, 1.5123], [1.9993, -1.2139, 1.4889], [0.4458, -2.0401, 2.7383], [1.2366, -3.1967, 1.1015], [1.6321, -0.6910, -3.1830], [2.2209, -1.4397, -3.2974], [0.4507, -1.2557, -1.2623]], "forces_ev_per_angstrom": [[-0.503, -2.093, -1.978], [1.133, -0.687, -1.701], [-1.091, 2.167, 2.905], [-0.037, -1.650, -2.137], [0.691, -0.454, -0.755], [-0.401, 0.450, 0.252], [0.346, -0.181, 0.021], [0.148, -0.413, -0.322], [0.231, -0.041, 0.007], [-1.794, -1.728, -1.111], [2.424, 1.887, -0.853], [0.500, -1.100, 0.455], [0.205, 0.503, -0.253], [-0.196, 0.315, -0.637], [-0.166, 0.304, -0.180], [0.475, 2.455, 1.106], [0.217, -0.472, -0.161], [-2.184, 0.739, 5.341]], "lowdin_charge": [1.257, -0.273, 0.719, -0.188, -0.397, -0.693, 0.200, 0.170, 0.189, 0.933, -0.215, -0.705, 0.161, 0.206, 0.188, -0.181, 0.059, -0.430], "total_charge": 1, "e_tot_ev": -86167.750, "s2": 8.770, "spin_multiplicity": 6, "orbital_gap_ha": [0.396, 0.280]}

***

No. 4
{"formula": "C2HFMgO2", "method": "ωB97M-V/def2-TZVPD", "symbols": ["O", "C", "C", "O", "Mg", "F", "H"], "positions_angstrom": [[-0.7035, 1.1373, 0.2267], [0.2039, 0.7041, 1.3656], [-0.2643, -0.0656, 0.2414], [-0.1201, -0.9866, -0.5313], [-0.6266, -1.7691, -2.2249], [1.3813, 1.2773, 1.3284], [-0.2724, 0.6984, 2.3481]], "forces_ev_per_angstrom": [[-0.548, -0.768, -0.569], [0.503, 0.256, 1.268], [1.107, 2.539, 1.223], [-0.812, -1.884, -2.196], [0.279, 0.281, 0.707], [-0.547, -0.489, -0.193], [0.018, 0.064, -0.240]], "lowdin_charge": [0.299, -0.065, -0.354, 0.042, 1.679, 0.201, 0.199], "de_lowest_kcal_mol": 0.00, "total_charge": 2, "e_tot_ev": -14326.167, "orbital_gap_ha": 0.285}

***

No. 5
{"formula": "C2HFN2O2", "method": "ωB97M-V/def2-TZVPD", "symbols": ["C", "C", "N", "N", "O", "O", "F", "H"], "positions_angstrom": [[-0.4971, 0.9386, 0.6472], [-0.6872, -0.4127, 1.1519], [-0.1058, -0.1136, -0.1439], [0.1598, -0.6689, -1.2880], [-0.7141, 2.0974, 0.7201], [-0.8002, -1.2345, 2.0059], [0.1906, 0.3146, -2.3556], [2.4540, -0.9209, -0.7376]], "forces_ev_per_angstrom": [[-1.610, 0.985, 1.431], [0.845, -0.116, 2.185], [0.026, -0.889, -1.613], [0.674, 0.184, -1.970], [0.470, 0.380, -0.516], [-0.197, 0.377, -1.559], [-0.167, -0.892, 2.141], [-0.042, -0.029, -0.097]], "lowdin_charge": [-0.321, -0.219, 0.039, 0.126, 0.181, 0.179, -0.086, 0.102], "de_lowest_kcal_mol": 200.95, "total_charge": 0, "e_tot_ev": -11873.925, "orbital_gap_ha": [0.313, 0.365]}

***

No. 6
{"formula": "C2HFO3S", "method": "ωB97M-V/def2-TZVPD", "symbols": ["C", "C", "O", "O", "O", "F", "S", "H"], "positions_angstrom": [[0.1278, 0.6318, 1.0218], [0.1721, 1.3196, -0.0881], [0.8433, -1.9217, -0.8213], [0.1178, 0.3315, 2.1582], [-1.4076, -1.4359, 0.2830], [-0.3553, 0.8779, -1.2674], [-0.6128, -1.6956, -0.9119], [1.1146, 1.8924, -0.3744]], "forces_ev_per_angstrom": [[-0.019, -0.314, 3.635], [2.313, 1.225, -2.657], [-2.943, 0.544, 0.254], [-0.021, 0.214, -1.990], [1.307, -0.302, -1.283], [-0.818, -0.194, 0.046], [1.543, -0.611, 0.776], [-1.363, -0.562, 1.218]], "lowdin_charge": [-0.208, -0.145, -0.418, 0.186, -0.418, -0.090, 0.939, 0.155], "de_lowest_kcal_mol": 35.88, "total_charge": 0, "e_tot_ev": -21782.513, "orbital_gap_ha": 0.308}

***

Calculated strongest force on any atom (eV Å⁻¹), listed in the same order as above: 3.51; 5.65; 5.82; 3.03; 2.37; 3.73